No. 1
ORCA calculation (ωB97M-V with the def2-TZVPD basis set) on one molecule with the formula C5H14N2O.

Geometry as XYZ:
```
22
Properties=species:S:1:pos:R:3:mulliken_charge:R:1
C 1.730 -2.163 1.272 -1.451
C 0.705 -1.828 0.197 0.650
N -0.530 -2.600 0.184 -0.594
C 0.273 -0.342 0.466 -0.632
N 0.764 0.548 -0.560 -0.254
C 0.328 1.932 -0.501 -0.834
C -1.003 2.328 -1.079 -0.231
O -2.112 2.209 -0.203 -0.523
H 2.558 -1.464 1.125 0.373
H 1.325 -1.945 2.260 0.328
H 1.975 -3.233 1.293 0.378
H 1.096 -1.864 -0.820 0.154
H -1.346 -2.276 0.673 0.182
H -0.501 -3.580 0.424 0.207
H 0.569 0.018 1.457 0.413
H -0.819 -0.356 0.722 0.013
H 0.418 0.148 -1.428 0.280
H 0.488 2.382 0.493 0.355
H 1.029 2.466 -1.153 0.347
H -1.016 3.342 -1.500 0.322
H -1.277 1.700 -1.959 0.233
H -2.013 1.524 0.454 0.285
```

Results
Orbital gap ... 9.90 eV
Structure (SMILES) ... C[C@@H](N)CNCCO
LUMO energy ... 0.97 eV
Electronic energy ... -383.60683 Eh
HOMO level ... -8.93 eV

No. 2
ORCA calculation (ωB97M-V with the def2-TZVPD basis set) on a 3-piece molecular cluster, C5H14N2O overall.

Geometry as XYZ:
```
22
Properties=species:S:1:pos:R:3:mulliken_charge:R:1
C -1.135 1.763 1.367 -1.299
C -0.839 1.015 0.089 1.197
C 0.187 1.664 -0.802 -1.292
O -1.609 0.156 -0.320 -0.643
H -1.281 2.827 1.161 0.410
H -0.284 1.673 2.035 0.284
H -2.017 1.363 1.860 0.317
H 1.184 1.434 -0.400 0.274
H 0.138 1.257 -1.824 0.293
H 0.037 2.746 -0.854 0.429
C 1.726 -1.178 0.058 -0.890
C 1.073 -0.956 1.212 0.019
N -0.068 -1.660 1.591 -0.544
H 2.696 -0.733 -0.111 0.349
H 1.383 -1.884 -0.687 0.121
H 1.583 -0.471 2.026 0.371
H -0.761 -1.708 0.847 0.298
H -0.494 -1.351 2.450 0.272
N -0.126 -1.386 -2.379 -0.647
H -0.826 -0.914 -1.798 0.256
H -0.390 -1.283 -3.348 0.202
H -0.178 -2.374 -2.174 0.223
```

Results
Orbital gap ... 8.87 eV
Structure (SMILES) ... CC(C)=O.C=CN.N
LUMO energy ... 0.84 eV
Electronic energy ... -383.62172 Eh
HOMO level ... -8.03 eV

No. 3
ORCA calculation (ωB97M-V with the def2-TZVPD basis set) on a 2-piece molecular cluster, C5H14N2O overall.

Geometry as XYZ:
```
22
Properties=species:S:1:pos:R:3:mulliken_charge:R:1
C -0.766 -0.345 0.607 0.809
C -0.484 -0.497 2.076 -1.531
C -1.220 -1.601 -0.087 -1.310
N -1.280 1.423 -1.990 -0.523
O -0.163 1.272 -1.123 -0.218
H -1.492 0.453 0.471 0.240
H -1.383 2.436 -2.050 0.240
H -1.036 1.109 -2.929 0.238
H -1.455 -1.429 -1.139 0.324
H -0.108 0.438 2.499 0.358
H -1.424 -0.715 2.602 0.451
H 0.244 -1.286 2.268 0.327
H -0.461 -2.380 -0.023 0.317
H -2.144 -1.963 0.385 0.418
C 2.006 0.568 0.746 -0.971
C 0.949 0.189 -1.330 -0.508
N 1.163 -0.311 -0.056 -0.329
H 2.247 0.104 1.705 0.303
H 1.546 1.544 0.955 0.334
H 2.963 0.776 0.247 0.358
H 0.521 -0.527 -2.040 0.362
H 1.778 0.741 -1.794 0.311
```

Results
Orbital gap ... 9.17 eV
LUMO energy ... 1.01 eV
Electronic energy ... -383.47714 Eh
HOMO level ... -8.16 eV

No. 4
ORCA calculation (ωB97M-V with the def2-TZVPD basis set) on C5H14N2O as an isolated structure.

Geometry as XYZ:
```
22
Properties=species:S:1:pos:R:3:mulliken_charge:R:1
C -1.324 -1.073 0.180 0.009
C -1.655 0.074 -0.657 -0.598
C -1.868 -1.077 1.595 -1.312
H -1.398 -2.037 -0.322 0.405
H -0.014 -0.807 0.368 -0.130
H -1.709 -0.136 -1.725 0.267
H -0.681 0.786 -0.596 0.148
H -2.508 0.672 -0.339 0.351
H -2.957 -1.167 1.613 0.377
H -1.600 -0.148 2.102 0.317
H -1.452 -1.900 2.176 0.322
C 0.974 1.145 -0.306 0.148
N 1.515 1.462 -1.571 -0.632
N 2.108 -1.012 -0.379 -0.673
C 1.304 -0.057 0.339 -0.036
O 0.674 2.251 0.484 -0.492
H 1.289 2.958 0.252 0.346
H 1.759 0.616 -2.071 0.272
H 0.895 2.039 -2.124 0.225
H 3.066 -0.703 -0.509 0.210
H 2.117 -1.917 0.081 0.243
H 1.465 0.030 1.411 0.232
```

Results
Orbital gap ... 8.11 eV
LUMO energy ... 0.85 eV
Electronic energy ... -383.55446 Eh
HOMO level ... -7.27 eV